Entry 1:
{
  "formula": "C4H14O4",
  "method": "ωB97M-V/def2-TZVPD",
  "smiles": "OCCCCO.O.O",
  "e_above_lowest_kcal_mol": 52.8,
  "e_lumo_ev": 0.5,
  "energy_ev": -12562.738,
  "multiplicity": 1,
  "homo_lumo_gap_ev": 10.4829,
  "elements": ["O", "C", "C", "C", "C", "O", "H", "H", "H", "H", "H", "H", "H", "H", "H", "H", "O", "H", "H", "O", "H", "H"],
  "positions_angstrom": [[0.61, -1.21, -2.50], [0.84, -2.00, -1.30], [-0.12, -1.44, -0.25], [0.12, 0.05, -0.01], [1.55, 0.54, 0.38], [1.65, 0.79, 1.75], [0.05, -1.70, -3.17], [0.59, -3.09, -1.53], [1.94, -1.77, -1.10], [0.04, -1.99, 0.70], [-1.23, -1.84, -0.51], [-0.40, 0.11, 0.99], [-0.40, 0.76, -0.63], [2.02, 1.45, -0.17], [2.35, -0.22, 0.36], [1.39, 1.73, 2.00], [-2.16, 0.22, 2.68], [-2.79, -0.34, 2.42], [-1.62, 0.38, 1.93], [-1.11, 3.04, -0.53], [-1.42, 3.22, -1.51], [-1.88, 3.30, 0.01]],
  "lowdin_charge": [-0.13, -0.25, -0.21, -0.18, -0.26, -0.11, 0.10, 0.13, 0.12, 0.11, 0.16, 0.08, 0.07, 0.15, 0.11, 0.12, 0.02, -0.03, -0.02, -0.11, 0.11, 0.04]
}



Entry 2:
{
  "formula": "C31H35CuN2OPS3",
  "method": "ωB97M-V/def2-TZVPD",
  "e_above_lowest_kcal_mol": 23.5,
  "e_lumo_ev": [-5.0, -6.6],
  "energy_ev": -124161.650,
  "total_charge": 2,
  "multiplicity": 2,
  "s_squared": 0.784,
  "homo_lumo_gap_ev": [8.2092, 6.6317],
  "elements": ["Cu", "C", "C", "S", "C", "C", "S", "C", "C", "S", "H", "H", "H", "H", "H", "H", "H", "H", "H", "H", "H", "H", "O", "N", "C", "C", "C", "C", "C", "C", "C", "P", "C", "C", "C", "C", "C", "C", "C", "C", "C", "C", "C", "C", "H", "H", "H", "H", "H", "H", "H", "H", "H", "H", "H", "H", "H", "H", "H", "H", "C", "C", "C", "C", "N", "C", "C", "H", "H", "H", "H", "H", "H", "H"],
  "positions_angstrom": [[0.17, 0.80, 1.73], [-3.21, 2.34, 0.80], [-2.37, 3.27, 1.68], [-1.28, 2.52, 2.91], [-2.46, 1.58, 3.93], [-2.08, 0.12, 4.15], [-1.52, -0.79, 2.69], [-3.04, -0.78, 1.68], [-2.85, -0.46, 0.21], [-2.21, 1.20, -0.20], [-3.78, 2.94, 0.10], [-3.93, 1.77, 1.39], [-3.04, 3.96, 2.20], [-1.70, 3.87, 1.06], [-3.44, 1.68, 3.48], [-2.51, 2.07, 4.90], [-2.92, -0.42, 4.57], [-1.24, 0.02, 4.84], [-3.71, -0.04, 2.11], [-3.52, -1.75, 1.78], [-3.79, -0.61, -0.31], [-0.92, -1.10, -0.22], [1.30, 0.91, 4.49], [1.68, 0.90, 3.14], [2.89, 0.52, 3.04], [3.69, 0.39, 1.81], [5.05, 0.22, 2.06], [5.98, 0.11, 1.04], [5.55, 0.16, -0.27], [4.20, 0.32, -0.55], [3.25, 0.44, 0.47], [1.50, 0.63, -0.07], [1.50, 2.15, -1.08], [2.42, 3.17, -0.82], [2.36, 4.37, -1.53], [1.38, 4.56, -2.49], [0.45, 3.56, -2.74], [0.50, 2.37, -2.03], [1.30, -0.76, -1.24], [1.45, -0.67, -2.62], [1.33, -1.81, -3.41], [1.06, -3.04, -2.83], [0.90, -3.14, -1.45], [1.02, -2.00, -0.66], [0.78, 1.72, 4.57], [3.41, 0.30, 3.97], [5.39, 0.18, 3.10], [7.03, -0.01, 1.28], [6.26, 0.07, -1.09], [3.87, 0.35, -1.58], [3.20, 3.04, -0.07], [3.08, 5.15, -1.33], [1.34, 5.49, -3.05], [-0.33, 3.71, -3.48], [-0.23, 1.60, -2.23], [1.68, 0.28, -3.09], [1.46, -1.74, -4.48], [0.97, -3.93, -3.44], [0.71, -4.10, -0.99], [0.92, -2.08, 0.42], [-3.19, -4.75, -3.03], [-2.68, -3.65, -2.16], [-2.41, -3.82, -0.78], [-1.98, -2.82, 0.01], [-1.86, -1.44, -0.48], [-1.97, -1.33, -1.95], [-2.39, -2.36, -2.70], [-3.21, -5.71, -2.50], [-2.58, -4.86, -3.93], [-4.21, -4.54, -3.37], [-2.51, -4.80, -0.33], [-1.69, -2.97, 1.04], [-1.72, -0.36, -2.34], [-2.49, -2.18, -3.76]],
  "lowdin_spin": [0.00, 0.00, 0.00, 0.00, 0.00, 0.00, 0.00, 0.01, 0.04, 0.00, 0.00, 0.00, 0.00, 0.00, 0.00, 0.00, 0.00, 0.00, 0.00, 0.00, 0.00, 0.01, 0.00, 0.00, 0.00, 0.00, 0.00, 0.00, 0.00, 0.00, 0.00, 0.00, 0.00, 0.00, 0.00, 0.00, 0.00, 0.00, 0.00, 0.00, 0.00, 0.00, 0.00, 0.00, 0.00, 0.00, 0.00, 0.00, 0.00, 0.00, 0.00, 0.00, 0.00, 0.00, 0.00, 0.00, 0.00, 0.00, 0.00, 0.00, 0.05, 0.32, 0.02, 0.23, 0.05, 0.20, 0.01, 0.00, 0.01, 0.02, 0.00, 0.01, 0.01, 0.00]
}



Entry 3:
{
  "formula": "C32H76F12N8O12P",
  "method": "ωB97M-V/def2-TZVPD",
  "e_lumo_ev": -8.7,
  "energy_ev": -112751.029,
  "total_charge": 5,
  "multiplicity": 1,
  "homo_lumo_gap_ev": 1.1278,
  "elements": ["C", "C", "O", "N", "H", "H", "C", "H", "H", "H", "H", "H", "H", "C", "C", "O", "N", "H", "H", "C", "H", "H", "H", "H", "H", "H", "C", "C", "O", "N", "H", "H", "C", "H", "H", "H", "H", "H", "H", "C", "C", "O", "N", "H", "H", "C", "H", "H", "H", "H", "H", "H", "C", "C", "O", "N", "H", "H", "C", "H", "H", "H", "H", "H", "H", "C", "C", "O", "N", "H", "H", "C", "H", "H", "H", "H", "H", "H", "C", "C", "O", "N", "H", "H", "C", "H", "H", "H", "H", "H", "H", "C", "C", "O", "N", "H", "H", "C", "H", "H", "H", "H", "H", "H", "C", "O", "O", "C", "F", "F", "F", "C", "C", "H", "H", "H", "H", "H", "H", "C", "O", "O", "C", "F", "F", "F", "C", "C", "H", "H", "H", "H", "H", "H", "P", "F", "F", "F", "F", "F", "F"],
  "positions_angstrom": [[-15.47, 9.22, 14.04], [-13.96, 9.02, 13.89], [-13.43, 9.25, 12.80], [-13.14, 8.72, 15.23], [-12.79, 9.60, 15.57], [-13.81, 8.36, 15.91], [-12.00, 7.67, 14.97], [-15.85, 9.04, 13.04], [-15.73, 10.24, 14.32], [-15.90, 8.52, 14.76], [-11.29, 7.76, 15.80], [-11.49, 7.80, 14.02], [-12.38, 6.65, 14.93], [-16.31, 3.72, 5.80], [-15.65, 5.01, 6.35], [-16.17, 5.73, 7.19], [-14.22, 5.20, 5.92], [-14.07, 4.85, 4.98], [-14.05, 6.19, 5.90], [-13.27, 4.60, 7.03], [-15.87, 3.39, 4.86], [-17.40, 3.72, 5.77], [-16.15, 2.88, 6.48], [-13.53, 3.58, 7.31], [-13.28, 5.33, 7.83], [-12.30, 4.55, 6.52], [-14.94, -6.03, 13.56], [-13.63, -6.38, 13.00], [-13.26, -7.50, 12.67], [-12.59, -5.28, 12.96], [-12.97, -4.63, 13.63], [-11.78, -5.57, 13.50], [-12.34, -4.71, 11.53], [-15.41, -5.27, 12.93], [-14.78, -5.60, 14.55], [-15.57, -6.91, 13.45], [-11.93, -5.53, 10.94], [-11.73, -3.81, 11.60], [-13.32, -4.51, 11.08], [-1.13, 6.88, 12.91], [-0.62, 5.93, 11.83], [-0.73, 6.22, 10.64], [-0.44, 4.45, 12.25], [-0.21, 4.25, 13.21], [-1.38, 4.08, 12.24], [0.44, 3.74, 11.19], [-1.31, 7.86, 12.46], [-0.46, 6.99, 13.76], [-2.05, 6.49, 13.32], [-0.04, 3.78, 10.21], [0.47, 2.72, 11.58], [1.39, 4.27, 11.26], [-6.15, 8.13, 0.37], [-5.49, 8.62, 1.61], [-4.63, 9.50, 1.58], [-5.85, 7.82, 2.90], [-6.80, 8.08, 3.14], [-5.83, 6.83, 2.66], [-4.93, 8.19, 4.15], [-5.43, 8.27, -0.45], [-6.97, 8.80, 0.14], [-6.54, 7.11, 0.38], [-5.02, 9.22, 4.47], [-3.88, 8.00, 3.95], [-5.17, 7.52, 4.97], [-10.20, -0.80, 19.60], [-11.24, -0.87, 20.66], [-11.06, -1.54, 21.71], [-12.67, -0.27, 20.38], [-12.67, 0.68, 20.72], [-12.66, -0.11, 19.38], [-13.79, -1.16, 20.96], [-9.29, -1.38, 19.78], [-9.84, 0.21, 19.39], [-10.59, -1.16, 18.64], [-13.76, -2.03, 20.31], [-14.75, -0.68, 20.77], [-13.61, -1.53, 21.96], [-0.67, -4.43, 6.46], [-1.64, -3.23, 6.69], [-1.70, -2.49, 7.67], [-2.59, -2.97, 5.53], [-2.21, -2.45, 4.75], [-2.83, -3.88, 5.17], [-3.89, -2.29, 5.95], [-1.15, -5.41, 6.45], [-0.04, -4.45, 7.35], [0.03, -4.24, 5.65], [-4.43, -1.97, 5.06], [-3.60, -1.43, 6.55], [-4.46, -3.06, 6.48], [-2.23, -8.22, 15.39], [-2.03, -6.72, 15.44], [-1.09, -6.15, 16.05], [-3.08, -5.89, 14.72], [-3.21, -6.30, 13.81], [-3.95, -6.06, 15.20], [-2.86, -4.39, 14.46], [-3.13, -8.60, 15.88], [-1.41, -8.67, 15.95], [-2.07, -8.51, 14.36], [-2.59, -3.88, 15.38], [-3.82, -3.98, 14.14], [-2.08, -4.17, 13.73], [-0.28, 3.16, 19.00], [-1.38, 3.98, 18.84], [0.00, 2.46, 17.79], [0.98, 3.85, 19.67], [1.63, 4.62, 18.83], [0.55, 4.44, 20.78], [1.85, 2.99, 20.12], [-2.33, 4.24, 19.94], [-3.17, 5.40, 19.24], [-3.61, 5.10, 18.29], [-3.98, 5.63, 19.93], [-2.57, 6.29, 19.05], [-1.94, 4.52, 20.91], [-2.85, 3.29, 19.97], [-0.59, 2.36, 19.67], [-15.50, 1.40, 15.00], [-16.08, 2.19, 16.05], [-15.15, 0.14, 15.53], [-16.33, 1.52, 13.64], [-15.63, 0.89, 12.72], [-17.50, 0.91, 13.67], [-16.56, 2.80, 13.20], [-17.39, 2.56, 16.08], [-17.53, 3.35, 17.32], [-18.62, 3.47, 17.38], [-17.24, 2.74, 18.17], [-17.04, 4.31, 17.46], [-18.04, 1.69, 16.14], [-17.79, 3.15, 15.25], [-14.52, 1.87, 14.86], [-7.12, 2.52, 11.47], [-8.74, 2.86, 11.61], [-7.15, 1.72, 12.86], [-7.60, 1.19, 10.59], [-5.52, 2.10, 11.39], [-7.01, 3.44, 10.21], [-6.73, 3.84, 12.43]],
  "lowdin_charge": [0.03, -0.29, 0.14, 0.13, 0.17, 0.16, 0.05, 0.10, 0.11, 0.09, 0.10, 0.10, 0.11, 0.04, -0.35, 0.17, 0.10, 0.17, 0.17, 0.08, 0.09, 0.11, 0.10, 0.11, 0.11, 0.10, 0.04, -0.40, 0.17, 0.09, 0.16, 0.18, 0.08, 0.12, 0.12, 0.12, 0.11, 0.11, 0.11, 0.03, -0.32, 0.14, 0.11, 0.18, 0.17, 0.05, 0.10, 0.10, 0.11, 0.10, 0.10, 0.11, 0.02, -0.33, 0.18, 0.12, 0.17, 0.16, 0.05, 0.12, 0.11, 0.09, 0.11, 0.10, 0.09, 0.01, -0.29, 0.14, 0.11, 0.18, 0.16, 0.05, 0.11, 0.11, 0.10, 0.11, 0.11, 0.11, 0.04, -0.32, 0.14, 0.09, 0.18, 0.17, 0.04, 0.10, 0.10, 0.10, 0.11, 0.10, 0.11, 0.03, -0.31, 0.16, 0.09, 0.17, 0.18, 0.04, 0.11, 0.11, 0.10, 0.11, 0.10, 0.11, -0.51, -0.15, -0.32, -0.66, 0.16, 0.13, 0.17, -0.19, -0.08, 0.06, 0.05, 0.07, 0.10, 0.10, 0.12, -0.45, -0.11, -0.32, -0.59, 0.13, 0.15, 0.09, -0.36, -0.09, 0.08, 0.08, 0.07, 0.13, 0.11, 0.11, 0.19, -0.22, -0.18, -0.21, -0.21, -0.14, -0.23]
}



Entry 4:
{
  "formula": "C16H15BrF5N2O3S2Sn",
  "method": "ωB97M-V/def2-TZVPD",
  "e_above_lowest_kcal_mol": 0.0,
  "e_lumo_ev": -4.9,
  "energy_ev": -137082.761,
  "total_charge": 1,
  "multiplicity": 1,
  "homo_lumo_gap_ev": 6.7797,
  "elements": ["Sn", "C", "N", "C", "S", "N", "C", "H", "H", "H", "H", "H", "H", "H", "H", "Br", "C", "C", "C", "C", "C", "C", "C", "S", "O", "O", "O", "H", "H", "H", "H", "H", "H", "H", "F", "C", "C", "C", "F", "C", "F", "C", "F", "C", "F"],
  "positions_angstrom": [[-6.08, 5.10, 11.35], [-3.42, 8.24, 13.73], [-4.39, 7.73, 12.79], [-5.72, 7.82, 12.87], [-6.58, 7.53, 11.37], [-6.40, 7.96, 14.02], [-6.09, 7.48, 15.37], [-2.49, 7.64, 13.71], [-3.75, 8.39, 14.76], [-3.08, 9.27, 13.42], [-4.13, 7.45, 11.82], [-7.38, 8.20, 13.83], [-5.92, 8.30, 16.05], [-5.16, 6.93, 15.31], [-6.92, 6.79, 15.69], [-3.86, 5.17, 10.15], [-10.90, 2.30, 15.67], [-9.48, 2.43, 15.19], [-8.86, 1.38, 14.52], [-7.62, 1.51, 14.01], [-6.92, 2.65, 14.37], [-7.40, 3.64, 15.28], [-8.75, 3.56, 15.63], [-5.39, 3.06, 13.55], [-5.59, 4.60, 13.35], [-4.43, 2.87, 14.60], [-5.25, 2.45, 12.22], [-11.38, 1.53, 15.06], [-11.46, 3.27, 15.51], [-11.05, 2.02, 16.73], [-9.35, 0.46, 14.34], [-7.06, 0.76, 13.42], [-6.72, 4.38, 15.71], [-9.17, 4.21, 16.38], [-6.65, 3.04, 8.80], [-7.83, 3.38, 9.39], [-7.83, 3.92, 10.68], [-9.03, 4.12, 11.33], [-8.99, 4.76, 12.52], [-10.25, 3.63, 10.82], [-11.39, 3.65, 11.49], [-10.23, 3.08, 9.55], [-11.38, 2.66, 9.00], [-9.03, 3.05, 8.77], [-9.25, 2.70, 7.46]],
  "lowdin_charge": [0.90, -0.04, -0.02, -0.73, 0.70, 0.00, -0.03, 0.11, 0.08, 0.12, 0.07, 0.15, 0.09, 0.08, 0.11, 0.24, -0.05, -0.25, -0.04, -0.05, -0.27, -0.05, -0.02, 0.55, -0.49, -0.25, -0.34, 0.07, 0.10, 0.09, 0.11, 0.14, 0.11, 0.12, 0.08, -0.22, -0.12, -0.23, 0.06, -0.13, 0.15, -0.10, 0.15, -0.07, 0.11]
}



Entry 5:
{
  "formula": "C43H58F4N6O5PSSn",
  "method": "ωB97M-V/def2-TZVPD",
  "e_above_lowest_kcal_mol": 0.0,
  "e_lumo_ev": [2.2, 2.1],
  "energy_ev": -101541.437,
  "total_charge": -1,
  "multiplicity": 1,
  "homo_lumo_gap_ev": [5.6912, 7.1567],
  "elements": ["Sn", "C", "C", "C", "C", "C", "C", "C", "C", "C", "C", "C", "C", "N", "C", "C", "N", "C", "C", "C", "C", "C", "C", "C", "C", "C", "C", "C", "C", "C", "C", "C", "C", "C", "C", "C", "C", "C", "C", "H", "H", "H", "H", "H", "H", "H", "H", "H", "H", "H", "H", "H", "H", "H", "H", "H", "H", "H", "H", "H", "H", "H", "H", "H", "H", "H", "H", "H", "H", "H", "H", "H", "H", "H", "H", "H", "H", "H", "H", "O", "N", "F", "F", "C", "F", "F", "S", "O", "O", "O", "C", "N", "C", "P", "O", "N", "C", "C", "N", "C", "C", "H", "H", "H", "H", "H", "H", "H", "H", "H", "H", "H", "H", "H", "H", "H", "H", "H", "H"],
  "positions_angstrom": [[-0.81, -0.31, 0.19], [0.48, 1.27, -4.66], [-0.46, 0.40, -3.82], [-1.91, 0.56, -4.30], [-0.01, -1.05, -3.84], [-0.29, -1.86, -4.94], [0.09, -3.19, -4.95], [0.75, -3.72, -3.85], [1.06, -2.95, -2.73], [1.70, -3.69, -1.56], [2.87, -2.99, -0.86], [0.64, -4.06, -0.53], [0.69, -1.59, -2.74], [0.92, -0.74, -1.65], [2.01, 0.00, -1.58], [2.17, 0.98, -0.55], [1.18, 1.34, 0.23], [1.32, 2.51, 1.02], [1.35, 3.78, 0.40], [1.50, 4.90, 1.20], [1.63, 4.81, 2.57], [1.57, 3.56, 3.17], [1.40, 2.40, 2.42], [1.30, 1.06, 3.11], [0.02, 1.00, 3.96], [2.53, 0.75, 3.96], [1.19, 3.96, -1.11], [2.43, 4.60, -1.74], [-0.04, 4.81, -1.43], [3.57, 1.49, -0.63], [4.34, 2.32, 0.13], [5.69, 2.56, -0.28], [6.23, 1.98, -1.40], [5.45, 1.09, -2.19], [5.86, 0.40, -3.37], [4.97, -0.42, -4.01], [3.65, -0.65, -3.54], [3.24, 0.00, -2.40], [4.15, 0.87, -1.76], [0.17, 2.31, -4.64], [0.48, 0.93, -5.70], [1.51, 1.21, -4.29], [-0.43, 0.76, -2.79], [-2.00, 0.39, -5.38], [-2.26, 1.58, -4.09], [-2.56, -0.13, -3.78], [-0.80, -1.44, -5.79], [-0.13, -3.81, -5.81], [1.03, -4.77, -3.86], [2.09, -4.62, -1.98], [2.52, -2.19, -0.21], [3.59, -2.58, -1.58], [3.40, -3.72, -0.23], [0.22, -3.16, -0.08], [1.08, -4.66, 0.28], [-0.18, -4.63, -0.99], [1.52, 5.88, 0.73], [1.76, 5.70, 3.17], [1.66, 3.48, 4.25], [1.22, 0.29, 2.35], [-0.01, 1.81, 4.69], [-0.04, 0.05, 4.49], [-0.86, 1.10, 3.32], [2.62, 1.44, 4.81], [3.44, 0.83, 3.36], [2.47, -0.27, 4.35], [1.03, 2.98, -1.56], [2.61, 5.59, -1.33], [2.29, 4.70, -2.82], [3.32, 3.99, -1.57], [0.02, 5.80, -0.95], [-0.94, 4.31, -1.08], [-0.13, 4.96, -2.51], [3.96, 2.82, 1.01], [6.29, 3.23, 0.32], [7.26, 2.20, -1.68], [6.86, 0.53, -3.76], [5.28, -0.93, -4.92], [2.99, -1.32, -4.08], [-2.36, -3.02, -1.46], [-1.97, -1.98, -1.69], [0.27, -1.51, 1.47], [-4.87, 3.64, 0.60], [-3.68, 3.69, -0.02], [-2.93, 4.60, 0.62], [-3.89, 4.13, -1.27], [-2.88, 2.03, -0.02], [-3.96, 1.14, -0.38], [-1.83, 2.18, -1.02], [-2.38, 1.89, 1.34], [-4.22, 0.22, 3.58], [-3.97, -1.20, 3.81], [-4.75, -1.80, 4.87], [-3.41, -2.15, 2.57], [-2.83, -1.33, 1.49], [-2.38, -3.23, 3.34], [-1.72, -4.13, 2.37], [-1.35, -2.60, 4.20], [-4.63, -3.12, 2.00], [-5.20, -2.82, 0.69], [-4.97, -4.43, 2.53], [-3.87, 0.80, 4.45], [-5.28, 0.43, 3.44], [-3.67, 0.56, 2.71], [-4.59, -1.25, 5.80], [-4.44, -2.83, 5.02], [-5.83, -1.78, 4.65], [-2.44, -4.49, 1.63], [-1.31, -4.99, 2.91], [-0.91, -3.61, 1.84], [-1.80, -1.82, 4.81], [-0.55, -2.16, 3.59], [-0.93, -3.36, 4.85], [-4.83, -1.87, 0.34], [-6.29, -2.77, 0.76], [-4.94, -3.59, -0.04], [-4.36, -4.64, 3.41], [-4.79, -5.21, 1.79], [-6.02, -4.47, 2.82]],
  "lowdin_charge": [1.42, -0.04, -0.37, -0.06, -0.16, -0.05, -0.09, -0.06, -0.15, -0.35, -0.05, -0.08, -0.22, 0.03, -0.21, -0.19, 0.05, -0.17, -0.13, -0.05, -0.08, -0.05, -0.14, -0.38, -0.05, -0.06, -0.35, -0.05, -0.06, -0.07, -0.01, -0.07, -0.04, -0.16, -0.04, -0.07, -0.01, -0.09, -0.09, 0.08, 0.08, 0.07, 0.10, 0.07, 0.08, 0.07, 0.11, 0.09, 0.11, 0.12, 0.07, 0.07, 0.08, 0.03, 0.08, 0.07, 0.10, 0.09, 0.11, 0.08, 0.08, 0.06, 0.07, 0.07, 0.08, 0.07, 0.12, 0.07, 0.08, 0.06, 0.08, 0.04, 0.08, 0.11, 0.10, 0.10, 0.10, 0.10, 0.11, 0.02, 0.07, -0.52, 0.11, -0.66, 0.12, 0.12, 0.37, -0.31, -0.38, -0.38, -0.08, -0.31, -0.12, 0.54, -0.40, -0.29, -0.10, -0.11, -0.29, -0.10, -0.13, 0.09, 0.09, 0.04, 0.08, 0.07, 0.08, 0.07, 0.09, 0.06, 0.07, 0.06, 0.08, 0.07, 0.08, 0.08, 0.07, 0.08, 0.08]
}



Entry 6:
{
  "formula": "C2H3NO2",
  "method": "ωB97M-V/def2-TZVPD",
  "smiles": "N1O[C@H]2O[C@@H]12",
  "e_above_lowest_kcal_mol": 116.1,
  "e_lumo_ev": 0.9,
  "energy_ev": -7702.809,
  "multiplicity": 1,
  "homo_lumo_gap_ev": 10.1472,
  "elements": ["N", "O", "C", "O", "C", "H", "H", "H"],
  "positions_angstrom": [[-0.83, -0.55, 0.73], [-1.37, 0.13, -0.42], [0.20, 0.65, -0.73], [0.58, 1.26, 0.41], [0.53, -0.14, 0.44], [-0.96, -1.55, 0.58], [0.44, 0.91, -1.74], [1.40, -0.71, 0.73]],
  "lowdin_charge": [-0.01, -0.11, -0.11, 0.08, -0.25, 0.12, 0.14, 0.15]
}



Number 3 is which compound?
C32H76F12N8O12P